A molecular structure, C17H22N4O8P2RuS in a non-equilibrium geometry, computed with ωB97M-V/def2-TZVPD.

```
55
Properties=species:S:1:pos:R:3:mulliken_spin:R:1
Ru 0.00065 0.03548 0.38790 3.249
C -1.24960 -0.66203 -5.00372 0.002
O -1.63242 -0.85295 -3.63171 0.000
C -0.91256 -0.39919 -2.64356 0.003
O -1.27014 -0.56870 -1.48241 0.089
N 0.24965 0.24523 -2.90315 -0.008
N 0.96956 0.71098 -1.80399 0.140
H -2.01162 -1.16331 -5.58905 0.000
H -0.28302 -1.12265 -5.21016 0.000
H -1.24569 0.39711 -5.26367 0.000
H 0.53903 0.49127 -3.83524 0.002
H 0.95746 1.72356 -1.76893 -0.007
H 1.92355 0.37544 -1.84889 -0.004
N -3.19368 -1.95087 2.15285 0.001
C -2.02309 -1.37800 2.91435 -0.008
C -2.17932 -1.64412 4.40187 0.001
P -0.48150 -2.16236 2.24114 0.014
O -0.92825 -3.67636 2.51288 0.001
O 0.76657 -1.71765 2.87672 0.018
O -0.54652 -1.94442 0.71367 0.145
P -2.01576 0.45309 2.56344 0.019
O -0.57145 0.86473 3.12853 0.008
O -3.14957 1.11043 3.20429 0.002
O -1.87575 0.54396 1.02505 0.119
H -3.20147 -2.97249 2.22731 0.000
H -3.11827 -1.69632 1.16131 0.000
H -4.07079 -1.57101 2.52220 0.000
H -2.31329 -2.70907 4.59727 0.000
H -3.02501 -1.08562 4.80695 0.000
H -1.27718 -1.33242 4.92751 0.000
H -0.20669 -4.31262 2.64530 -0.001
H -0.60578 1.15290 4.05523 0.001
S 4.20209 0.56972 1.71364 0.026
C 4.10519 -1.07230 1.13025 0.006
C 5.07263 -2.06556 1.17390 -0.001
C 4.75812 -3.29562 0.62673 0.008
C 3.51085 -3.52944 0.04052 0.000
C 2.54919 -2.54127 -0.00777 -0.011
C 2.84759 -1.30150 0.55595 0.028
N 2.02510 -0.18695 0.60321 0.069
C 2.61492 0.86121 1.17306 0.002
C 1.85842 2.08837 1.22587 -0.027
C 2.31995 3.32422 1.66079 -0.018
C 1.46401 4.41440 1.62002 0.068
C 0.16152 4.27883 1.14558 -0.018
C -0.31833 3.03989 0.73986 0.059
C 0.53511 1.94634 0.75801 0.014
H 6.04084 -1.88032 1.61860 0.000
H 5.49525 -4.08618 0.65079 0.000
H 3.30009 -4.50087 -0.38539 0.000
H 1.57918 -2.70422 -0.45858 0.003
H 3.33564 3.43232 2.02160 0.000
H 1.80992 5.37896 1.96611 0.002
H -0.49366 5.13850 1.10676 0.000
H -1.34708 2.93282 0.42098 0.001
```

## Properties
Spin multiplicity: 5
F_max: 2.0 eV Å⁻¹
Charge: +2
HOMO (alpha / beta): -14.354 / -14.403 eV
LUMO level (alpha / beta): -6.2 / -8.5 eV
Calculated total energy: -72311.17873 eV


A single C17H22N8O2 molecule in a non-equilibrium geometry, computed with ωB97M-V/def2-TZVPD.

```
49
Properties=species:S:1:pos:R:3:nbo_charge:R:1
C 5.11314 3.97768 -0.18448 -0.622
C 4.43668 4.27803 -1.50321 -0.214
N 4.20405 3.07473 -2.29830 -0.435
C 5.08255 2.76010 -3.43230 -0.408
C 3.24676 2.16442 -1.88328 0.653
O 3.22725 1.04747 -2.39991 -0.618
C 2.26973 2.40922 -0.85174 -0.190
C 1.24002 3.40309 -1.01289 -0.037
N 0.39574 3.32910 -0.00886 -0.226
N 0.83448 2.30590 0.77005 -0.151
C 0.22105 2.03966 2.08092 -0.412
C 2.02641 1.72997 0.31739 0.052
C 2.69998 0.53874 0.87966 0.650
O 3.87045 0.52557 1.21761 -0.577
N 2.02128 -0.60131 1.23188 -0.599
C 0.67556 -0.96056 0.95945 0.089
C -0.14456 -0.43813 -0.17568 -0.213
C -1.45799 -0.75134 -0.34440 -0.213
C -2.07055 -1.61001 0.67622 0.325
N -3.29779 -2.00116 0.87841 -0.528
C -3.25299 -2.67832 2.06588 0.497
N -4.39526 -3.10505 2.74172 -0.430
C -4.29248 -3.73858 4.08822 -0.399
C -5.68226 -2.49989 2.31954 -0.400
N -2.06912 -2.74442 2.60400 -0.357
N -1.29845 -2.08232 1.74395 -0.152
C 0.07018 -1.80690 1.84988 -0.011
H 6.10382 3.47815 -0.32214 0.211
H 4.46871 3.32687 0.41475 0.222
H 5.30298 4.89909 0.36672 0.210
H 5.04220 5.01332 -2.07705 0.203
H 3.50464 4.85320 -1.31384 0.198
H 5.57402 1.80955 -3.27894 0.219
H 5.84235 3.53265 -3.65645 0.209
H 4.41838 2.67158 -4.33217 0.209
H 1.15115 4.10396 -1.83532 0.222
H 0.22142 2.97701 2.65426 0.223
H -0.80302 1.60254 2.00866 0.226
H 0.89726 1.39096 2.63490 0.218
H 2.60366 -1.24617 1.76476 0.426
H 0.26909 0.23650 -0.92940 0.244
H -2.06013 -0.32677 -1.12258 0.243
H -4.12390 -2.99114 4.83160 0.185
H -3.47310 -4.47534 4.14677 0.220
H -5.24648 -4.25201 4.35343 0.202
H -5.53299 -1.43707 2.31094 0.196
H -6.47949 -2.72145 3.02182 0.202
H -6.02669 -2.79856 1.28681 0.210
H 0.60194 -2.28289 2.67240 0.224
```

## Properties
SMILES string: CCN(C)C(=O)c1cnn(C)c1C(=O)Nc1ccc2nc(N(C)C)nn2c1
F_max: 3.5 eV Å⁻¹
Charge: 0
HOMO: -7.793 eV
LUMO level: 0.5 eV
Calculated total energy: -34000.62729 eV


A molecular structure, C17H23BN6O6Ru in a non-equilibrium geometry, computed with ωB97M-V/def2-TZVPD.

```
54
Properties=species:S:1:pos:R:3:mulliken_spin:R:1
Ru -0.00854 0.03581 -0.02915 4.145
C -4.10700 -1.88828 -0.28870 0.011
C -2.75884 -1.83824 -0.61794 0.006
N -2.16751 -0.86485 0.06803 0.204
N -3.09758 -0.26860 0.81686 -0.029
C -4.27913 -0.86708 0.62766 0.018
B -2.77275 0.95361 1.69323 -0.096
N -2.29613 2.06844 0.74107 -0.009
C -2.74784 3.32846 0.68263 0.012
C -2.11493 3.97362 -0.36509 0.010
C -1.27240 3.00919 -0.91004 0.004
N -1.40354 1.87284 -0.23597 0.161
N -1.62820 0.56367 2.64120 -0.015
C -1.71233 0.32490 3.95486 0.028
C -0.46116 -0.05548 4.41244 0.009
C 0.34748 -0.03414 3.28009 0.021
N -0.37556 0.34210 2.22777 0.193
H -4.83969 -2.57439 -0.65591 0.001
H -2.20938 -2.44986 -1.30454 0.000
H -5.15884 -0.52946 1.13656 0.000
H -3.71893 1.29748 2.30613 0.000
H -3.48492 3.68799 1.37236 0.000
H -2.24484 4.98764 -0.67836 0.001
H -0.61232 3.07529 -1.75330 0.000
H -2.64554 0.42616 4.47109 0.000
H -0.17880 -0.30119 5.41355 0.001
H 1.39214 -0.25958 3.18535 -0.001
O 1.21894 -1.41442 -4.20082 0.004
C 0.70312 -1.28280 -2.99717 -0.001
O 0.33971 -0.22477 -2.53487 0.045
C 0.59699 -2.62084 -2.28328 0.005
O 0.18386 -2.43050 -0.95031 0.029
C 0.75021 -3.23908 0.03372 0.001
C 1.73669 -2.38048 1.02416 -0.002
O 2.19896 -3.03538 1.92188 0.033
O 1.83957 -1.19751 0.67740 0.139
H 1.26290 -0.57468 -4.69286 -0.001
H 1.55320 -3.15048 -2.35908 0.002
H -0.16836 -3.21560 -2.80987 0.001
H 1.33942 -4.07231 -0.35025 0.000
H -0.04468 -3.59527 0.69339 0.002
C 2.39028 4.09031 -0.66057 0.002
C 3.32657 3.18051 -1.45508 0.002
C 2.56151 1.85160 -1.49856 -0.004
O 1.60118 1.88419 -0.44069 0.058
C 1.76170 3.09099 0.30438 0.001
H 1.62950 4.53388 -1.30314 0.000
H 2.91973 4.88763 -0.14490 0.001
H 4.26582 3.06124 -0.91636 0.000
H 3.54294 3.56271 -2.44904 0.000
H 3.21661 0.98553 -1.35270 -0.002
H 2.01137 1.72408 -2.43943 0.004
H 2.43120 2.90048 1.15372 0.002
H 0.77999 3.39283 0.67607 0.001
```

## Properties
Spin multiplicity: 6
F_max: 4.7 eV Å⁻¹
Charge: +1
Relative energy (zero: lowest compared OMol25 entry of this formula, charge and spin): 25.9 kcal per mole
HOMO (alpha / beta): -11.658 / -11.606 eV
LUMO level (alpha / beta): -2.3 / -5.7 eV
Calculated total energy: -42479.74426 eV


A single C17H23Cl2N5O3 molecule in a non-equilibrium geometry, computed with ωB97M-V/def2-TZVPD.

```
50
Properties=species:S:1:pos:R:3:nbo_charge:R:1
O 1.38347 -2.49107 1.47774 -0.612
C 0.87777 -1.43900 1.78311 0.685
C 1.53431 -0.10914 1.51814 -0.510
C 3.02267 -0.11865 1.15179 -0.400
C 3.18302 0.18006 -0.35169 -0.405
C 2.64324 -0.91271 -1.29928 -0.090
C 2.93103 -0.62426 -2.75878 -0.234
N 3.69569 -1.78118 -3.22862 -0.453
N 4.30176 -2.26515 -2.05286 -0.355
N 3.29733 -2.20550 -1.08569 -0.502
N -0.38729 -1.40097 2.30619 -0.625
C -1.21925 -2.55782 2.45867 -0.053
C -2.08744 -2.99941 1.25714 -0.212
N -3.22330 -2.52936 2.01879 -0.442
C -4.24056 -1.80699 1.42902 0.897
O -4.74122 -0.88576 2.05411 -0.647
O -4.53821 -2.18864 0.14897 -0.509
C -4.98350 -1.10738 -0.67737 -0.104
C -3.87501 -0.13446 -0.89020 0.029
C -2.78094 -0.43906 -1.68585 -0.249
C -1.72073 0.46903 -1.77682 -0.031
Cl -0.38132 0.17849 -2.82567 0.024
C -1.77172 1.68098 -1.07760 -0.270
C -2.81841 1.93659 -0.23497 0.004
Cl -2.85909 3.38417 0.78042 -0.002
C -3.90335 1.06498 -0.16215 -0.242
C -2.49675 -2.16879 3.22151 -0.206
H 0.95882 0.48500 0.78735 0.225
H 1.47975 0.52183 2.42096 0.229
H 3.54241 0.64202 1.72498 0.212
H 3.44758 -1.09130 1.39610 0.215
H 2.70910 1.15310 -0.55741 0.196
H 4.23971 0.29011 -0.59777 0.214
H 1.55444 -1.01015 -1.18417 0.195
H 3.53039 0.28082 -2.90110 0.191
H 2.02975 -0.46872 -3.35215 0.199
H 3.05901 -2.45630 -3.64645 0.322
H 4.75515 -3.18895 -2.16230 0.364
H 3.63890 -2.29213 -0.11758 0.368
H -0.83615 -0.49874 2.32739 0.394
H -0.67960 -3.46020 2.89550 0.227
H -1.94061 -2.47381 0.31899 0.203
H -2.08237 -4.08486 1.07446 0.200
H -5.30552 -1.56361 -1.61992 0.207
H -5.84303 -0.59556 -0.28689 0.208
H -2.67701 -1.35917 -2.25038 0.235
H -0.94841 2.41205 -1.12522 0.245
H -4.71124 1.31041 0.52169 0.252
H -2.73390 -2.79390 4.10740 0.205
H -2.59665 -1.12203 3.55452 0.210
```

## Properties
SMILES string: O=C(CCC[C@H]1CNNN1)NC1CN(C(=O)OCc2cc(Cl)cc(Cl)c2)C1
F_max: 2.9 eV Å⁻¹
Charge: 0
HOMO: -7.143 eV
LUMO level: 0.4 eV
Calculated total energy: -56638.13650 eV